{"formula": "C3H12N2O2", "method": "wB97M-V/def2-TZVPD", "molar_mass_g_mol": 108.1, "gap_ev": 9.505, "de_lowest_kj_mol": 241.89, "total_charge": 0, "e_tot_ev": -10379.043, "lumo_energy_ha": 0.0163, "elements": ["O", "O", "N", "N", "C", "C", "C", "H", "H", "H", "H", "H", "H", "H", "H", "H", "H", "H", "H"], "xyz": [[2.429255, -2.531024, -1.175568], [0.785941, -1.038734, 0.827815], [-2.059480, 0.132884, 1.086929], [-0.865450, 1.877466, -0.326678], [0.385940, 1.182372, -0.443137], [0.917473, 0.432846, 0.746365], [-1.979890, 0.803989, -0.251001], [-2.794626, -0.597281, 0.951090], [1.011680, -1.476702, -0.000540], [2.473972, -2.818014, -2.161000], [0.417103, 0.901338, 1.714722], [-1.195471, -0.319924, 1.252626], [1.959748, 0.513031, 0.936236], [0.412644, 0.477901, -1.310088], [-1.831160, -0.026717, -0.887724], [-0.961924, 2.288388, 0.598034], [-2.923221, 1.272087, -0.478641], [2.769341, -3.079791, -0.440477], [1.048125, 2.005885, -0.638962]], "forces_ev_per_angstrom": [[-0.4, 0.4, -1.7], [-1.2, 1.1, 0.2], [-2.1, 0.9, -0.7], [-3.1, -3.0, 0.0], [0.9, -0.1, -0.7], [-0.6, -0.9, 2.9], [0.9, 1.1, 1.6], [0.9, 0.7, 0.5], [0.3, 0.3, -0.3], [0.4, -0.1, 3.3], [0.8, -1.3, -1.8], [0.8, -0.9, 0.2], [1.1, 0.9, -0.4], [-0.3, 0.8, 0.3], [0.7, -0.2, -1.8], [0.4, 0.3, 0.0], [-0.3, 0.2, 0.1], [0.0, -0.2, -1.6], [1.1, 0.0, -0.3]]}